#P
11
Properties=species:S:1:pos:R:3 method="wB97M-V/def2-TZVPD" homo_ha=-0.3107 orbital_gap_ev=8.785 lumo_ev=0.332 charge=0
C -0.198 -0.472 -0.537
C 1.029 0.400 -0.936
C 0.880 -0.042 0.516
H -2.686 -0.524 0.736
H 0.012 -1.563 -0.659
H 0.684 1.280 -1.282
H 1.719 -0.301 -1.514
H 1.782 -0.692 0.850
H -1.477 0.867 1.402
S -2.010 0.040 -0.419
S 0.266 1.006 1.843

#Q
11
Properties=species:S:1:pos:R:3 method="wB97M-V/def2-TZVPD" homo_ha=-0.3217 orbital_gap_ev=8.403 lumo_ev=-0.351 smiles="CC(=S)CS" charge=0
C -1.439 -0.145 -0.511
C 0.008 0.418 -0.584
C 0.709 0.445 0.792
H -1.956 0.374 0.217
H -1.348 -1.238 -0.290
H -1.961 0.031 -1.405
H 0.166 0.756 1.664
H 1.535 1.134 0.658
H 2.269 -1.294 0.307
S 0.824 0.803 -1.996
S 1.194 -1.284 1.146

It is #Q that is most stable; the runner-up trails by 68.0 kcal/mol.

#P
10
Properties=species:S:1:pos:R:3 method="wB97M-V/def2-TZVPD" homo_ha=-0.3567 orbital_gap_ev=10.524 lumo_ev=0.817 smiles=CN.O charge=0
C 1.624 -0.307 0.080
H -2.309 -1.002 -0.401
H -1.054 -0.288 -0.074
H 0.035 0.835 0.962
H 0.769 1.420 -0.570
H 1.849 -0.983 -0.929
H 2.652 0.122 0.186
H 1.306 -1.194 0.715
N 0.498 0.466 -0.103
O -2.060 -0.041 0.044

#Q
10
Properties=species:S:1:pos:R:3 method="wB97M-V/def2-TZVPD" homo_ha=-0.3736 orbital_gap_ev=10.857 lumo_ev=0.691 charge=0
C -0.667 -0.584 -1.577
H 0.129 2.595 1.766
H 0.841 0.780 1.051
H -0.772 -1.800 0.219
H 0.531 -1.691 -0.340
H -0.087 0.091 -2.272
H -1.124 -1.488 -2.195
H -1.670 -0.174 -1.397
N -0.124 -1.013 -0.200
O 0.878 1.536 1.754

It is #P that is most stable; the runner-up trails by 21.4 kcal/mol.

#P
8
Properties=species:S:1:pos:R:3 method="wB97M-V/def2-TZVPD" homo_ha=-0.3308 orbital_gap_ev=8.789 lumo_ev=-0.213 smiles="C=N.O" charge=0
C -1.357 0.120 -0.575
N -0.284 0.706 -0.159
H -1.431 -0.453 -1.520
H -2.255 -0.060 0.059
H -0.277 -0.323 0.282
H 1.889 0.338 1.326
H 1.529 -0.059 -0.049
O 2.186 -0.269 0.636

#Q
8
Properties=species:S:1:pos:R:3 method="wB97M-V/def2-TZVPD" homo_ha=-0.3607 orbital_gap_ev=9.304 lumo_ev=-0.510 smiles="N=O.C" charge=0
C -1.318 -0.231 0.055
H 2.251 1.161 -0.083
H -1.049 -0.904 0.869
H -1.355 0.830 0.314
H -2.186 -0.347 -0.586
H -0.509 -0.248 -0.662
N 1.637 0.285 0.099
O 2.529 -0.547 -0.006

It is #Q that is most stable; the runner-up trails by 12.0 kcal/mol.